Below is a molecular structure, C22H29CoN6OS, with properties calculated with ωB97M-V with the def2-TZVPD basis set.

As for the total charge: +1. For the calculated total energy, the calculation gives -3040.3938 Eh. Its spin multiplicity is 4. The gap between HOMO and LUMO (spin up / spin down) is 6.985 / 6.974 eV. The HOMO energy (spin up / spin down) is -10.198 / -10.189 eV. As for the energy above the lowest of the compared OMol25 structures with the same formula, charge and spin: 0.0 kJ/mol.

Last column: Löwdin charge in e.
Cartesian coordinates (Å):
Co 0.988 0.393 0.731  0.7092
C -2.497 1.378 -0.279  -0.0870
C -2.271 0.033 -0.979  -0.1901
C -1.402 0.152 -2.212  -0.1879
C -1.943 0.713 -3.368  -0.0445
C -1.189 0.837 -4.520  -0.0689
C 0.121 0.377 -4.529  -0.0385
C 0.707 -0.188 -3.400  -0.1647
C 2.159 -0.624 -3.494  -0.1875
C 3.153 0.294 -2.779  -0.0755
C -0.072 -0.280 -2.225  -0.1861
N 0.516 -0.718 -0.992  0.0180
C 1.052 -1.898 -0.899  -0.0777
C 1.811 -2.242 0.248  -0.3524
C 2.421 -3.434 0.647  -0.0426
C 3.012 -3.170 1.884  -0.0839
C 2.732 -1.826 2.177  -0.1467
N 2.009 -1.261 1.198  -0.0481
H -3.154 1.268 0.588  0.0734
H -2.958 2.100 -0.957  0.0795
H -1.556 1.810 0.070  0.0245
H -3.233 -0.391 -1.272  0.1202
H -1.818 -0.670 -0.280  0.0619
H -2.980 1.037 -3.359  0.1205
H -1.621 1.267 -5.415  0.1090
H 0.713 0.461 -5.434  0.1166
H 2.412 -0.659 -4.554  0.1091
H 2.291 -1.643 -3.135  0.0973
H 3.060 1.320 -3.144  0.0769
H 4.176 -0.037 -2.963  0.0800
H 2.996 0.304 -1.702  0.0487
H 0.920 -2.627 -1.697  0.1483
H 2.435 -4.364 0.092  0.1100
H 3.593 -3.848 2.491  0.0950
H 3.040 -1.258 3.045  0.1070
N 2.373 4.123 -0.632  0.1993
C 1.638 3.016 -0.844  -0.6206
N 0.707 3.049 -1.810  0.2260
O 1.850 2.002 -0.145  -0.1157
H 2.245 4.969 -1.157  0.1154
H 3.058 4.101 0.100  0.1235
H 0.560 3.858 -2.386  0.1217
H 0.199 2.204 -2.029  0.0870
C -3.367 0.079 5.452  0.0095
C -2.455 -0.113 4.286  -0.2429
C -2.266 -1.285 3.622  0.0466
C -1.366 -1.314 2.540  -0.2492
N -0.711 -0.225 2.150  0.0545
C -0.851 0.930 2.833  -0.8061
S 0.090 2.245 2.405  0.7350
N -1.743 0.962 3.867  0.1275
C -1.105 -2.582 1.805  0.0149
H -3.930 -0.829 5.650  0.0936
H -4.068 0.894 5.259  0.1013
H -2.792 0.335 6.345  0.1042
H -2.800 -2.176 3.918  0.1311
H -1.828 1.846 4.349  0.1568
H -1.789 -3.369 2.117  0.0932
H -0.074 -2.901 1.993  0.0915
H -1.195 -2.422 0.729  0.0787


Below is a molecular structure, C22H29CrN9O3S at a distorted geometry, with properties calculated with ωB97M-V with the def2-TZVPD basis set.

As for the total charge: +1. For the calculated total energy, the calculation gives -3016.7435 Eh. Its spin multiplicity is 4. The gap between HOMO and LUMO (spin up / spin down) is 7.908 / 7.501 eV. The HOMO energy (spin up / spin down) is -10.488 / -10.614 eV. As for the energy above the lowest of the compared OMol25 structures with the same formula, charge and spin: 0.0 kJ/mol.

Last column: Löwdin charge in e.
Cartesian coordinates (Å):
Cr -0.078 -0.288 0.202  0.8623
C 1.431 -2.651 4.150  -0.0545
O 2.525 -1.932 3.579  -0.0979
C 2.365 -0.571 3.575  -0.2304
C 3.138 0.208 4.407  0.0245
C 3.038 1.602 4.388  -0.0666
C 2.155 2.200 3.525  -0.0361
C 1.370 1.432 2.643  -0.1420
C 0.482 2.131 1.749  -0.0285
N -0.183 1.594 0.784  -0.1001
N -0.968 2.444 0.009  0.0996
C -1.466 1.763 -0.992  -0.4476
O -1.262 0.491 -1.154  -0.2075
C -2.312 2.468 -1.975  -0.1544
C -3.183 1.740 -2.778  -0.0240
C -3.989 2.394 -3.697  -0.0702
C -3.914 3.773 -3.827  -0.0732
C -3.034 4.502 -3.036  -0.0685
C -2.237 3.853 -2.108  -0.0250
C 1.472 0.021 2.655  -0.2604
O 0.792 -0.757 1.839  -0.1893
H 1.704 -3.702 4.119  0.0942
H 0.513 -2.487 3.584  0.0798
H 1.277 -2.349 5.189  0.0993
H 3.825 -0.291 5.077  0.1303
H 3.651 2.198 5.048  0.1101
H 2.052 3.278 3.506  0.1175
H 0.372 3.207 1.870  0.1441
H -3.220 0.663 -2.683  0.1121
H -4.673 1.829 -4.316  0.1061
H -4.539 4.283 -4.548  0.1075
H -2.970 5.576 -3.144  0.1073
H -1.554 4.405 -1.477  0.1092
C 2.737 -1.184 -0.605  -0.1333
C 1.913 -2.401 -0.184  -0.1518
N 0.492 -2.242 -0.579  -0.1143
C 0.174 -2.737 -1.937  -0.2304
C 0.893 -2.087 -3.114  -0.4451
S 0.561 -0.325 -3.411  0.9396
C 2.111 0.513 -2.985  -0.4511
C 2.238 1.055 -1.564  -0.2147
N 1.961 0.079 -0.481  -0.0939
H 3.050 -1.288 -1.636  0.0886
H 3.645 -1.141 -0.002  0.1427
H 1.941 -2.496 0.897  0.1083
H 2.342 -3.307 -0.622  0.1364
H -0.057 -2.825 0.050  0.1011
H -0.903 -2.632 -2.074  0.1194
H 0.416 -3.806 -1.977  0.1279
H 0.529 -2.598 -4.005  0.0790
H 1.968 -2.256 -3.086  0.0752
H 2.151 1.371 -3.657  0.0823
H 2.946 -0.129 -3.263  0.0754
H 1.548 1.888 -1.428  0.1154
H 3.257 1.444 -1.452  0.1336
H 2.264 0.531 0.381  0.1057
N -4.220 -3.370 1.226  0.1580
N -3.488 -2.216 1.166  -0.2615
N -3.964 -1.072 1.592  0.1692
C -2.915 -0.275 1.447  -0.1212
N -1.870 -0.944 0.959  -0.0562
N -2.253 -2.198 0.781  0.1238
H -5.205 -3.142 1.204  0.1157
H -3.928 -4.010 0.500  0.1118
H -2.914 0.774 1.691  0.1365


Below is a molecular structure, C22H29FeN5O2 at a distorted geometry, with properties calculated with ωB97M-V with the def2-TZVPD basis set.

As for the total charge: +1. For the calculated total energy, the calculation gives -2543.5532 Eh. Its spin multiplicity is 6. The gap between HOMO and LUMO (spin up / spin down) is 8.198 / 7.465 eV. The HOMO energy (spin up / spin down) is -10.824 / -10.758 eV. As for the energy above the lowest of the compared OMol25 structures with the same formula, charge and spin: 0.0 kJ/mol.

Last column: Löwdin charge in e.
Cartesian coordinates (Å):
Fe -0.067 -0.190 0.039  1.0503
O 0.553 -1.928 -0.275  -0.1904
C 0.241 -3.004 -0.994  -0.3034
C 1.222 -3.966 -1.249  -0.0026
C 0.923 -5.109 -1.959  -0.0541
C -0.369 -5.340 -2.451  -0.0783
C -1.335 -4.400 -2.214  -0.0350
C -1.047 -3.228 -1.488  -0.1454
C -2.091 -2.267 -1.292  -0.0539
N -1.969 -1.157 -0.662  -0.0364
C -3.096 -0.240 -0.635  -0.2072
C -2.705 0.943 -1.475  -0.1855
N -1.312 1.273 -1.171  -0.0154
C -0.866 2.378 -1.646  -0.0899
C 0.511 2.775 -1.660  -0.1603
C 0.838 4.089 -2.068  -0.0358
C 2.135 4.468 -2.263  -0.0785
C 3.147 3.504 -2.101  -0.0494
C 2.850 2.215 -1.720  -0.0126
C 1.526 1.823 -1.453  -0.3402
O 1.290 0.590 -1.049  -0.1648
H 2.222 -3.776 -0.875  0.1196
H 1.703 -5.839 -2.141  0.1122
H -0.598 -6.241 -3.005  0.1081
H -2.343 -4.548 -2.592  0.1170
H -3.060 -2.519 -1.732  0.1379
H -4.016 -0.682 -1.017  0.1228
H -3.273 0.069 0.399  0.1013
H -2.773 0.666 -2.529  0.1331
H -3.386 1.783 -1.308  0.1282
H -1.567 3.069 -2.127  0.1439
H 0.034 4.803 -2.230  0.1185
H 2.379 5.478 -2.560  0.1082
H 4.179 3.777 -2.293  0.1139
H 3.624 1.462 -1.614  0.1256
C 1.089 2.002 2.146  -0.1474
C 2.175 1.072 1.647  -0.1712
N 1.623 -0.271 1.487  -0.1053
C 1.316 -1.006 2.732  -0.1524
C -0.052 -1.679 2.693  -0.1772
N -1.081 -0.759 2.160  -0.0774
C -1.381 0.397 3.034  -0.1676
C -1.370 1.689 2.238  -0.1822
N -0.168 1.760 1.404  -0.0818
H 0.911 1.856 3.213  0.1121
H 1.419 3.033 2.024  0.1339
H 2.517 1.412 0.674  0.0922
H 3.029 1.084 2.328  0.1344
H 2.239 -0.816 0.894  0.1247
H 2.051 -1.782 2.942  0.1328
H 1.381 -0.301 3.562  0.1109
H -0.015 -2.530 2.018  0.1124
H -0.305 -2.036 3.693  0.1279
H -1.917 -1.301 1.980  0.1152
H -2.349 0.285 3.519  0.1289
H -0.640 0.437 3.831  0.1090
H -2.229 1.707 1.567  0.1057
H -1.464 2.538 2.919  0.1297
H -0.282 2.481 0.705  0.0913